No. 1
The following is a DFT calculation (ωB97M-V/def2-TZVPD) of 3 unconnected molecules or ions with the total composition C5H13NO2.

Lowest unoccupied orbital energy ... 0.3 eV
E ... -10977.5971 eV
Energy above the lowest of the compared OMol25 structures with the same formula, charge and spin ... 413.1 kJ/mol

```
21
Properties=species:S:1:pos:R:3:mulliken_charge:R:1
C -0.824 0.470 1.724 -0.483
C 1.038 0.539 0.702 -0.881
C 1.192 1.819 -0.100 -0.910
O -1.905 0.244 1.072 -0.722
H -1.617 0.150 -0.257 0.332
H -0.504 -0.270 2.468 0.343
H -0.646 1.512 2.017 0.421
H 1.373 0.700 1.729 0.430
H 1.727 -0.238 0.377 0.389
H 0.489 2.595 0.223 0.248
H 1.059 1.662 -1.172 0.212
H 2.190 2.253 0.007 0.364
C -0.156 -2.199 -0.326 -1.029
C 0.106 -0.949 -1.122 0.328
N -1.147 -0.113 -1.323 -0.206
O 0.994 -0.786 -1.925 -0.525
H -0.885 0.759 -1.777 0.352
H -1.852 -0.605 -1.866 0.349
H -0.821 -2.007 0.512 0.315
H -0.606 -2.947 -0.988 0.383
H 0.798 -2.588 0.023 0.289
```

=====

No. 2
The following is a DFT calculation (ωB97M-V/def2-TZVPD) of 14 unconnected molecules or ions with the total composition C66H120N14.

Lowest unoccupied orbital energy ... 0.6 eV
E ... -91243.9082 eV
Energy above the lowest of the compared OMol25 structures with the same formula, charge and spin ... 0.0 kJ/mol

```
200
Properties=species:S:1:pos:R:3:mulliken_charge:R:1
N 14.520 18.871 12.772 0.050
C 15.352 19.497 11.849 -1.166
C 16.605 18.869 11.983 -1.250
C 16.479 17.817 12.921 1.150
C 15.214 17.862 13.413 -1.123
H 13.583 19.170 12.933 0.207
H 14.943 20.387 11.308 0.376
H 17.427 19.023 11.330 0.621
H 17.287 17.220 13.276 0.452
H 14.680 17.208 14.095 0.687
N 15.444 10.119 13.439 0.284
C 15.457 10.772 14.616 -1.226
C 14.882 9.911 15.564 -0.109
C 14.436 8.759 14.883 -0.790
C 14.877 8.903 13.602 -1.009
H 15.611 10.425 12.509 0.185
H 15.872 11.733 14.703 0.974
H 14.718 10.178 16.581 0.763
H 13.943 7.862 15.307 0.421
H 14.767 8.242 12.765 0.420
N 24.944 17.694 19.172 0.052
C 24.812 16.589 19.976 -0.569
C 23.518 16.500 20.397 -0.763
C 22.846 17.599 19.781 0.093
C 23.753 18.338 18.999 -0.911
H 25.797 17.940 18.675 0.231
H 25.601 15.876 20.198 0.378
H 23.071 15.717 20.998 0.444
H 21.773 17.790 19.756 0.551
H 23.646 19.167 18.372 0.480
N 17.995 14.384 22.610 0.019
C 18.341 15.517 23.294 -0.741
C 19.013 16.302 22.333 -0.740
C 19.089 15.648 21.110 0.198
C 18.427 14.450 21.288 -1.385
H 17.639 13.519 22.969 0.210
H 17.984 15.691 24.253 0.478
H 19.452 17.270 22.552 0.398
H 19.504 15.999 20.233 1.053
H 18.342 13.612 20.600 0.555
N 17.257 9.064 17.616 0.112
C 17.903 8.900 18.787 -0.472
C 19.240 9.157 18.567 -0.984
C 19.380 9.579 17.232 -0.190
C 18.159 9.446 16.655 -0.536
H 16.333 8.809 17.339 0.214
H 17.325 8.594 19.632 0.474
H 19.975 9.168 19.323 0.426
H 20.329 9.879 16.742 0.433
H 17.809 9.656 15.682 0.530
N 20.499 17.116 13.035 1.176
C 21.453 16.598 12.310 -1.254
C 21.872 17.517 11.348 -1.132
C 21.068 18.667 11.604 -1.296
C 20.259 18.378 12.656 -0.224
H 20.055 16.702 13.859 -0.233
H 21.683 15.574 12.419 1.267
H 22.649 17.268 10.667 0.512
H 21.168 19.579 11.128 0.597
H 19.487 18.930 13.180 0.241
N 23.329 15.425 16.763 0.558
C 23.586 14.084 16.687 -0.994
C 24.102 13.784 15.434 -0.220
C 24.391 15.068 14.796 -0.855
C 23.765 16.013 15.579 -0.333
H 22.969 15.936 17.530 0.049
H 23.252 13.431 17.442 0.499
H 24.318 12.827 15.029 0.539
H 24.806 15.276 13.825 0.455
H 23.586 17.090 15.418 0.379
N 19.021 16.228 10.091 0.369
C 19.248 14.887 9.819 -1.293
C 18.349 14.408 8.906 -0.644
C 17.561 15.557 8.522 -0.978
C 18.063 16.653 9.228 -0.469
H 19.653 16.850 10.545 0.454
H 20.083 14.403 10.226 1.186
H 18.207 13.408 8.461 0.422
H 16.839 15.585 7.754 0.525
H 17.807 17.679 9.267 0.470
N 17.059 18.519 18.350 0.465
C 17.212 17.742 19.445 -0.960
C 16.166 16.866 19.487 -0.593
C 15.283 17.194 18.379 -0.976
C 15.874 18.274 17.715 -0.565
H 17.640 19.309 18.060 -0.121
H 18.072 17.755 20.031 0.902
H 15.932 16.085 20.195 0.528
H 14.443 16.647 18.028 0.617
H 15.601 18.693 16.756 0.492
C 10.980 15.438 11.872 -1.511
C 12.480 15.603 11.719 0.120
N 13.212 14.333 11.622 0.078
C 14.637 14.560 11.331 0.280
C 15.427 13.288 11.039 -0.710
C 12.930 13.431 12.768 -1.585
C 13.240 13.925 14.125 0.082
H 10.586 16.451 11.808 0.490
H 10.761 14.921 12.790 0.255
H 10.656 14.831 11.067 0.359
H 12.762 16.181 10.791 0.449
H 12.940 16.168 12.525 -0.093
H 15.060 15.233 12.155 -0.119
H 14.621 15.195 10.402 0.433
H 15.695 12.709 11.908 -0.414
H 16.355 13.571 10.590 -0.025
H 14.808 12.700 10.350 0.559
H 11.863 13.165 12.697 0.533
H 13.459 12.477 12.681 0.353
H 12.816 13.182 14.746 0.103
H 14.286 13.993 14.394 -0.165
H 12.888 14.951 14.345 0.498
C 18.020 23.489 18.626 -1.209
C 17.683 21.949 18.614 -0.905
N 18.464 21.195 17.654 0.911
C 19.908 21.297 17.720 -0.697
C 20.493 20.731 18.971 -1.140
C 18.107 21.583 16.262 -1.178
C 18.229 20.306 15.365 -0.678
H 19.028 23.774 19.108 0.220
H 17.304 24.132 19.208 0.400
H 17.966 23.808 17.615 0.307
H 17.776 21.516 19.583 0.520
H 16.630 21.783 18.380 0.566
H 20.281 20.780 16.843 0.323
H 20.275 22.345 17.655 0.326
H 20.204 21.267 19.915 0.271
H 20.229 19.657 19.072 0.091
H 21.569 20.771 18.906 0.426
H 18.723 22.352 15.806 0.365
H 17.062 21.934 16.177 0.509
H 17.910 20.661 14.414 0.477
H 17.582 19.472 15.628 0.018
H 19.258 19.967 15.216 0.223
C 20.926 10.552 13.222 -1.356
C 20.795 10.960 11.756 0.282
N 21.873 10.467 10.923 -0.031
C 21.731 10.950 9.607 -0.054
C 20.639 10.216 8.781 -1.467
C 23.153 10.890 11.503 -1.033
C 23.235 12.390 11.813 -0.282
H 20.991 9.491 13.388 0.434
H 19.999 10.894 13.722 0.135
H 21.678 11.026 13.803 0.214
H 19.904 10.434 11.351 0.563
H 20.687 12.069 11.672 -0.185
H 21.548 12.036 9.618 -0.006
H 22.702 10.845 9.103 0.476
H 19.646 10.485 9.120 0.276
H 20.768 10.424 7.715 0.440
H 20.785 9.126 8.892 0.347
H 23.966 10.538 10.854 0.513
H 23.293 10.327 12.442 0.356
H 24.234 12.707 12.174 0.478
H 22.470 12.688 12.494 -0.280
H 22.871 12.939 10.952 0.369
C 18.766 13.972 13.117 1.374
C 19.445 14.054 14.457 -1.060
N 19.079 15.301 15.265 2.003
C 17.693 15.280 15.593 0.965
C 17.147 14.086 16.343 0.037
C 19.922 15.470 16.465 -0.752
C 19.945 16.965 16.919 0.429
H 18.774 12.929 12.682 0.193
H 19.193 14.595 12.318 -1.021
H 17.678 14.226 13.229 -0.492
H 19.203 13.187 15.109 0.538
H 20.532 14.120 14.256 0.120
H 17.480 16.216 16.143 -0.877
H 17.037 15.457 14.739 -0.764
H 17.631 13.870 17.343 -0.147
H 16.055 14.374 16.561 0.023
H 17.157 13.219 15.735 -0.233
H 20.907 15.086 16.274 -0.335
H 19.553 14.789 17.266 0.490
H 18.882 17.250 17.109 -0.569
H 20.386 17.506 16.125 0.416
H 20.533 17.056 17.843 -0.293
C 13.415 12.428 17.487 -0.814
C 13.487 11.772 18.849 -0.750
N 12.178 11.409 19.371 0.230
C 11.540 10.425 18.554 -0.704
C 12.227 9.131 18.546 -0.763
C 12.252 11.284 20.803 -0.620
C 12.096 12.646 21.482 -1.175
H 12.735 13.247 17.396 0.758
H 13.100 11.717 16.670 0.071
H 14.473 12.720 17.125 0.024
H 14.146 10.906 18.969 0.376
H 13.873 12.605 19.519 0.265
H 11.348 10.773 17.517 0.325
H 10.554 10.257 18.925 0.453
H 12.544 8.781 19.564 0.280
H 13.081 9.081 17.940 0.010
H 11.728 8.238 18.161 0.428
H 11.432 10.654 21.163 0.480
H 13.141 10.842 21.179 0.333
H 12.833 13.455 21.173 0.212
H 11.098 13.027 21.221 0.283
H 12.079 12.476 22.550 0.428
```

=====

Number 2 is which compound?
C66H120N14